(1)
33
Properties=species:S:1:pos:R:3 method="wB97M-V/def2-TZVPD" largest_force_ev_per_a=1.1 de_lowest_kj_mol=275.92 smiles=O.O.O.O.O.O.O.O.O.O.O e_lumo_ev=-0.248 multiplicity=1 homo_energy_ev=-10.9 energy_ev=-22878.6542
O 0.1411 0.3628 -0.2301
H 0.8110 0.8586 0.2540
H -0.5873 0.2802 0.3957
O -2.8639 -2.7848 2.9174
H -3.5055 -2.3306 2.3597
H -2.1699 -3.0541 2.3051
O 3.9210 -2.6379 -1.6409
H 2.9791 -2.4366 -1.6769
H 4.3155 -1.8463 -1.2578
O -0.1458 -3.0066 -1.9564
H 0.7457 -3.0314 -2.3218
H -0.5011 -2.1642 -2.2618
O 3.7636 1.2488 3.3888
H 4.4705 1.8887 3.2486
H 3.9311 0.9043 4.2733
O 0.1995 -2.4828 0.8880
H 0.1262 -1.5850 0.5451
H 1.0757 -2.5101 1.2885
O 1.5356 0.5106 -2.2820
H 2.0534 1.0571 -2.8839
H 0.6316 0.8236 -2.4000
O -2.2627 0.2376 -2.1589
H -2.0582 -0.0446 -1.2602
H -1.4778 0.7231 -2.4367
O 1.4411 4.2012 0.7289
H 0.8144 4.8433 0.3768
H 1.0365 3.9058 1.5523
O -3.2981 -0.5678 1.8391
H -3.2131 -0.9160 0.9444
H -2.4886 -0.8512 2.2789
O -3.0839 3.3915 -1.2221
H -2.8149 2.8584 -1.9787
H -3.5216 4.1543 -1.6164

(2)
33
Properties=species:S:1:pos:R:3 method="wB97M-V/def2-TZVPD" largest_force_ev_per_a=1.5 de_lowest_kj_mol=106.63 e_lumo_ev="-3.141 / -10.647" multiplicity=2 s_squared=0.7568 charge=+1 homo_energy_ev="-14.5 / -12.8" energy_ev=-22869.3456
O 1.3281 0.7953 -3.2008
H 1.8957 0.0315 -3.0979
H 0.6246 0.6588 -2.5662
O -0.0858 0.1152 0.1205
H 0.4648 0.8980 0.1025
H -0.6937 0.2661 0.8443
O 3.4437 0.6331 -1.3156
H 2.6743 1.1971 -1.2372
H 4.1356 1.2138 -1.6324
O -0.7223 -2.3967 0.0559
H -0.9349 -2.7222 -0.8188
H -0.3307 -1.5367 -0.0967
O -3.6750 0.6301 1.8767
H -2.9545 0.5465 2.5013
H -4.0305 1.5044 2.0360
O 1.6652 -2.0305 -2.1614
H 0.8161 -2.3590 -2.4569
H 1.5649 -1.9227 -1.2156
O -1.4808 0.7593 -2.4091
H -1.9097 0.1654 -3.0251
H -2.1875 1.0693 -1.8429
O -2.9606 -2.3233 1.6670
H -3.6580 -1.8229 1.2432
H -2.1635 -2.0618 1.2060
O -1.2667 1.1654 3.0224
H -0.7617 1.9657 2.8786
H -1.1390 0.9643 3.9495
O 1.6771 2.2123 0.3319
H 1.6979 3.1638 0.2304
H 2.2180 2.0412 1.1029
O 2.0193 -1.2364 1.4113
H 2.9755 -1.1999 1.4315
H 1.7539 -0.3844 1.0649

(3)
33
Properties=species:S:1:pos:R:3 method="wB97M-V/def2-TZVPD" largest_force_ev_per_a=1.7 de_lowest_kj_mol=136.50 e_lumo_ev="-3.519 / -11.036" multiplicity=2 s_squared=0.7568 charge=+1 homo_energy_ev="-13.9 / -13.9" energy_ev=-22869.0360
O -1.1565 -2.8213 1.5506
H -1.0165 -2.6033 0.6292
H -0.2877 -3.0568 1.8762
O 2.8295 -1.5026 -0.9123
H 3.4679 -1.3063 -0.2267
H 3.2168 -1.1438 -1.7108
O -1.8973 -0.8485 -0.7795
H -2.7982 -1.1423 -0.9145
H -1.3590 -1.5410 -1.1628
O 3.7969 1.1982 -1.6570
H 2.9106 1.1509 -2.0154
H 3.8471 2.0654 -1.2548
O 1.5676 -2.5782 1.5488
H 1.6475 -1.9681 2.2821
H 1.8741 -2.0823 0.7896
O 0.7108 0.6344 0.4988
H -0.1463 0.2087 0.4821
H 1.2211 0.1728 -0.1666
O 1.5737 1.4630 -3.0011
H 1.1799 0.5934 -3.0708
H 1.1467 1.9755 -3.6876
O -1.5645 1.9591 -2.0405
H -1.0642 1.1432 -2.0252
H -2.2302 1.8452 -1.3621
O -3.1522 1.7594 0.0989
H -3.5092 2.3121 0.7942
H -3.0151 0.9085 0.5153
O -2.7980 -0.7627 2.7726
H -3.0178 -1.4806 3.3663
H -2.1779 -1.1457 2.1520
O 0.0981 2.1199 2.5918
H 0.3362 1.5548 1.8569
H -0.2335 2.9191 2.1825

(4)
35
Properties=species:S:1:pos:R:3 method="wB97M-V/def2-TZVPD" largest_force_ev_per_a=3.6 de_lowest_kj_mol=332.05 e_lumo_ev=2.548 multiplicity=1 charge=-1 homo_energy_ev=-5.8 energy_ev=-24944.5669
O -1.9287 -3.6951 1.1372
H -2.0045 -2.7412 1.0492
H 0.1084 -2.1025 1.8470
O 0.0139 -0.6628 -0.5534
H 0.2355 -1.3494 -1.1830
H -1.2267 0.1789 -1.0520
O 2.9352 -2.8151 -2.0437
H 2.9307 -3.0230 -1.0932
O 0.7500 -1.3777 1.8193
H -1.1256 3.1499 -1.5143
H 0.3742 -1.0683 0.9087
O 2.6440 1.1233 2.0188
H 2.0448 0.8628 1.3325
H 3.2284 -1.5089 1.2961
O -0.5330 -2.2652 -3.3750
H -0.5175 -1.3092 -3.4155
H 2.3632 -3.4997 -2.4073
O -0.8285 3.8830 -0.9590
H -0.0345 4.2350 -1.3692
H -0.0067 -2.4320 -2.5872
O -0.4922 2.2950 3.2818
H -1.1435 1.6158 3.0726
H -0.9984 3.1015 3.1444
O 0.6994 4.7509 1.0134
H -0.2107 5.0362 0.8342
H 0.3936 3.8431 1.1010
O -1.7088 1.0246 -1.3926
H -2.2693 -3.9539 1.9910
H -2.0644 1.4432 -0.6064
O -4.0950 -0.0286 -1.9209
H -4.5088 0.7303 -2.2917
H -3.3135 0.0168 -1.3984
O 2.9782 -2.3089 0.8199
H 2.3403 1.7620 2.6593
H 2.0233 -2.1308 0.7174

(5)
37
Properties=species:S:1:pos:R:3 method="wB97M-V/def2-TZVPD" largest_force_ev_per_a=1.3 de_lowest_kj_mol=138.60 e_lumo_ev=-1.136 multiplicity=1 homo_energy_ev=-10.6 energy_ev=-25038.7268
He -0.1542 -0.2061 -0.4182
O -2.4021 0.7555 3.5816
H -3.3574 0.7335 3.6380
H -2.2047 0.4009 2.7146
O 2.8614 -1.9607 -1.4995
H 2.0581 -1.7028 -1.9516
H 3.4870 -2.1353 -2.2026
O 1.5482 1.8562 -0.1502
H 1.4646 1.9058 -1.1025
H 2.3681 1.3841 -0.0055
O 3.9226 0.2687 0.0615
H 3.5511 -0.2656 -0.6404
H 3.5878 -0.1262 0.8666
O -0.0136 -3.6168 -0.8170
H -0.6978 -3.5093 -1.4777
H 0.2825 -2.7258 -0.6310
O 0.5564 -1.7250 -3.0133
H -0.3312 -1.7747 -2.6585
H 0.5460 -0.9524 -3.5784
O -1.8500 -0.4556 1.1225
H -2.5435 -1.1138 1.0787
H -1.8800 -0.0183 0.2716
O 2.9512 -0.1483 2.6799
H 3.3205 0.3308 3.4217
H 2.0486 0.1644 2.6176
O -1.9398 -1.5762 -1.9233
H -2.2667 -0.9661 -2.5845
H -2.7054 -1.7815 -1.3867
O -2.4719 1.4303 -0.8376
H -2.1064 1.8679 -1.6064
H -3.4054 1.3445 -1.0315
O -1.5548 3.8207 0.9167
H -1.7431 2.9474 0.5731
H -1.9218 4.4189 0.2657
O 0.5223 1.0261 2.2428
H -0.3627 0.7165 2.0496
H 0.8360 1.3883 1.4142

(6)
38
Properties=species:S:1:pos:R:3 method="wB97M-V/def2-TZVPD" largest_force_ev_per_a=1.2 de_lowest_kj_mol=0.00 e_lumo_ev=-0.348 multiplicity=1 homo_energy_ev=-10.7 energy_ev=-34001.9337
He -0.2247 0.2367 -0.5451
Xe -1.7839 2.0541 -3.3084
O -2.9123 0.1031 0.9066
H -3.5399 0.0962 0.1839
H -3.4126 0.4265 1.6559
O 1.0654 -0.4057 -4.7392
H 1.6014 -1.1656 -4.9662
H 1.2819 -0.2240 -3.8247
O 2.5706 2.0117 1.7606
H 3.2768 1.7541 1.1680
H 1.9272 2.4394 1.1955
O 1.9844 -1.3197 1.8930
H 1.8386 -0.7264 2.6299
H 2.5433 -2.0108 2.2483
O 1.5000 -1.3908 -0.9440
H 1.7645 -1.3631 -0.0245
H 0.6198 -1.7667 -0.9293
O -1.0691 -2.2507 -1.3788
H -1.6289 -2.6434 -0.7089
H -1.6799 -1.8486 -1.9964
O -2.6903 -2.9653 0.5826
H -2.0313 -3.0222 1.2744
H -3.0810 -2.0986 0.6940
O -0.4374 2.8030 3.3087
H 0.0088 1.9770 3.4953
H -0.9572 2.6233 2.5253
O -0.1166 -3.3472 1.7655
H 0.2483 -3.9041 1.0779
H 0.4477 -2.5741 1.7729
O 1.0847 3.1130 -0.4422
H 1.1448 2.4560 -1.1358
H 0.1563 3.1325 -0.2099
O -1.6220 2.6249 0.9399
H -2.0182 1.7723 0.7602
H -2.1729 3.2497 0.4683
O 1.8107 0.9734 -2.4142
H 1.8968 0.2487 -1.7948
H 2.6063 0.9316 -2.9446

(7)
36
Properties=species:S:1:pos:R:3 method="wB97M-V/def2-TZVPD" largest_force_ev_per_a=1.8 de_lowest_kj_mol=16.97 e_lumo_ev="2.677 / 2.409" multiplicity=2 s_squared=0.7505 charge=-1 homo_energy_ev="-1.4 / -7.5" energy_ev=-24960.6549
O 0.3897 2.7220 1.5180
H 0.5799 1.8218 1.7821
H 1.2453 3.1504 1.4923
O -0.7350 0.0305 -0.2931
H -0.0946 -0.2229 0.3716
H -0.3262 0.7636 -0.7531
O -0.4363 -0.5837 -2.8407
H -0.8789 -0.4663 -2.0001
H 0.4758 -0.7587 -2.6093
O -2.3339 2.2860 1.5031
H -2.3504 1.5939 0.8421
H -1.4055 2.4034 1.7045
O -3.2809 -0.3718 -0.2758
H -2.3452 -0.2112 -0.1537
H -3.4963 -1.0409 0.3739
O 0.7413 1.9555 -1.3864
H 1.5866 2.0169 -1.8312
H 0.8787 2.3966 -0.5480
O -0.7719 1.9491 -4.0834
H -0.7479 1.1632 -3.5376
H -0.2990 2.6085 -3.5757
O 1.8750 -1.0968 -1.7114
H 2.7180 -1.4453 -2.0015
H 2.0530 -0.7271 -0.8466
O -2.0069 -2.3855 1.8176
H -1.9640 -3.1920 2.3315
H -1.1094 -2.0528 1.8178
O 0.5372 -3.6963 0.7813
H 0.9849 -2.8550 0.6915
H 0.8903 -4.2330 0.0717
O 2.4269 0.3069 0.8381
H 2.9632 -0.3602 1.2667
H 2.9189 1.1200 0.9519
O 0.2201 -1.0426 2.4951
H -0.0602 -0.6935 3.3411
H 1.1575 -0.8528 2.4559

(8)
36
Properties=species:S:1:pos:R:3 method="wB97M-V/def2-TZVPD" largest_force_ev_per_a=9.2 de_lowest_kj_mol=481.75 smiles=O.O.O.O.O.O.O.O.O.O.O.O e_lumo_ev=-0.248 multiplicity=1 homo_energy_ev=-10.7 energy_ev=-24956.7014
O -1.2446 3.0004 -2.9826
H -0.9006 3.4836 -2.1239
H -0.5318 2.5508 -3.3858
O 1.3740 1.5812 -2.1634
H 1.6406 0.8536 -1.4457
H 0.7089 2.1144 -1.6104
O -4.0609 1.1152 1.4277
H -3.8980 0.3016 1.0741
H -3.2420 1.2062 2.0163
O -1.4448 0.8642 0.0641
H -1.5258 1.1299 -0.8194
H -0.4841 0.6567 0.2406
O -2.6300 -1.8010 -1.7249
H -3.0974 -1.2117 -2.3100
H -2.2175 -2.3730 -2.3180
O -0.6255 -2.2646 0.0367
H -1.2000 -1.5638 0.4812
H -0.3914 -1.9886 -0.9630
O 2.7652 -3.0107 -1.1311
H 2.8793 -3.7276 -0.4499
H 3.4451 -3.2376 -1.8305
O 1.6534 0.8110 3.1841
H 2.6367 0.7077 2.8830
H 1.6449 0.2034 3.9826
O 0.4676 3.9520 2.1322
H -0.2500 4.2082 2.6343
H 0.9038 3.1425 2.6530
O 1.8292 -0.8505 0.9856
H 1.0911 -0.9111 1.6441
H 1.5045 -0.9235 0.0629
O 3.8335 1.0220 -0.4963
H 3.5701 0.6605 0.2257
H 3.4366 1.7491 -0.7210
O -2.8193 -3.7965 0.5356
H -2.8013 -3.4465 -0.3499
H -2.0198 -4.2074 0.5624